(1)
{
  "formula": "C46H61Br48FN4O5",
  "method": "wB97M-V/def2-TZVPD",
  "symbols": ["C", "C", "O", "O", "C", "C", "C", "C", "C", "C", "C", "O", "C", "C", "C", "O", "N", "C", "C", "C", "C", "C", "C", "N", "C", "C", "C", "C", "O", "N", "C", "C", "C", "F", "C", "C", "C", "C", "C", "N", "H", "H", "H", "H", "H", "H", "H", "H", "H", "H", "H", "H", "H", "H", "H", "H", "H", "H", "H", "H", "H", "H", "H", "H", "H", "H", "H", "H", "H", "H", "H", "H", "H", "H", "H", "H", "H", "H", "H", "H", "H", "H", "H", "H", "H", "C", "Br", "Br", "Br", "H", "C", "Br", "Br", "Br", "H", "C", "Br", "Br", "Br", "H", "C", "Br", "Br", "Br", "H", "C", "Br", "Br", "Br", "H", "C", "Br", "Br", "Br", "H", "C", "Br", "Br", "Br", "H", "C", "Br", "Br", "Br", "H", "C", "Br", "Br", "Br", "H", "C", "Br", "Br", "Br", "H", "C", "Br", "Br", "Br", "H", "C", "Br", "Br", "Br", "H", "C", "Br", "Br", "Br", "H", "C", "Br", "Br", "Br", "H", "C", "Br", "Br", "Br", "H", "C", "Br", "Br", "Br", "H"],
  "coordinates": [[5.8047, -3.5892, 1.8762], [5.1771, -2.3243, 1.3362], [4.6819, -1.4886, 2.0454], [5.2676, -2.2016, -0.0139], [4.0894, -1.7134, -0.6811], [3.1438, -2.8317, -1.0789], [2.4235, -3.5204, 0.0811], [1.5161, -2.5322, 0.8644], [0.0810, -3.0438, 0.9531], [-0.8811, -2.1516, 1.7448], [-1.0307, -0.7164, 1.2083], [-1.3661, 0.2604, 2.1757], [-0.4582, 0.4907, 3.2239], [1.0160, 0.3441, 2.8658], [1.5346, 1.2574, 1.7724], [2.7168, 1.5090, 1.7288], [0.6199, 1.8510, 0.8110], [1.3310, 1.7815, -0.4840], [0.4725, 3.2894, 1.1900], [-0.8459, -0.2173, 4.5282], [-0.0117, -0.2278, 5.6478], [-0.4918, -0.8944, 6.7816], [-1.7471, -1.5066, 6.7276], [-2.5651, -1.4790, 5.6735], [-2.1048, -0.8318, 4.5869], [-2.1191, -0.5564, 0.1075], [-3.5332, -0.4781, 0.6714], [-3.9395, 0.9856, 0.8768], [-4.4466, 1.4695, -0.3917], [-1.8600, -1.5256, -0.9814], [-2.9232, -2.4294, -1.4093], [-3.2341, -3.6026, -0.4891], [-3.7451, -4.8141, -1.2880], [-4.2464, -3.2904, 0.4267], [-1.1970, -0.9088, -2.0834], [-1.9488, -0.2734, -3.0758], [-1.2896, 0.3345, -4.1381], [0.1065, 0.2937, -4.1495], [0.7604, -0.3648, -3.1100], [0.1425, -0.9571, -2.0737], [4.9985, -4.1965, 2.2867], [6.4722, -3.2816, 2.6797], [6.3237, -4.1079, 1.0758], [4.4422, -1.2408, -1.6011], [3.6021, -0.9215, -0.1096], [2.3843, -2.4097, -1.7418], [3.7134, -3.5729, -1.6447], [3.1475, -3.9570, 0.7714], [1.7634, -4.2902, -0.3242], [1.5960, -1.5431, 0.4128], [1.9364, -2.4425, 1.8727], [0.1306, -4.0060, 1.4800], [-0.2696, -3.2674, -0.0539], [-1.8819, -2.5998, 1.7568], [-0.5512, -2.1800, 2.7872], [-0.1117, -0.4814, 0.6654], [-0.5880, 1.5534, 3.4836], [1.2929, -0.6931, 2.6762], [1.6023, 0.6565, 3.7275], [2.1093, 2.5437, -0.5379], [0.6392, 1.9091, -1.3193], [1.8138, 0.8132, -0.6170], [1.1489, 3.5661, 2.0020], [0.6656, 3.9349, 0.3354], [-0.5467, 3.4483, 1.5517], [0.9758, 0.2352, 5.7047], [0.1046, -0.9494, 7.6850], [-2.1018, -2.0487, 7.6118], [-2.7665, -0.7924, 3.7328], [-1.8907, 0.4371, -0.2997], [-3.6350, -0.9488, 1.6521], [-4.3176, -0.8906, 0.0419], [-4.7592, 1.0686, 1.5920], [-3.0809, 1.5989, 1.1388], [-4.0044, 2.2865, -0.6286], [-3.8857, -1.9432, -1.6366], [-2.6081, -2.8654, -2.3575], [-2.3650, -3.9422, 0.0726], [-4.8295, -4.7717, -1.3725], [-3.5087, -5.7124, -0.7132], [-3.2406, -4.9243, -2.2453], [-3.0320, -0.2736, -3.0268], [-1.8192, 0.8083, -4.9504], [0.6669, 0.7590, -4.9502], [1.8483, -0.4162, -3.1320], [-3.7281, 4.0953, -4.5017], [-3.3448, 3.9697, -6.3857], [-5.5645, 4.5743, -4.1769], [-3.2574, 2.4763, -3.5693], [-3.1001, 4.8764, -4.0982], [-5.1732, -1.6208, 9.9530], [-3.6880, -0.9777, 8.9065], [-4.6133, -2.9565, 11.2204], [-6.1437, -0.1933, 10.8128], [-5.8561, -2.0988, 9.2663], [-7.8798, -0.1188, -2.3391], [-6.3541, 0.6939, -3.1791], [-7.3996, -1.6869, -1.3313], [-8.8720, 1.1472, -1.2868], [-8.5328, -0.4409, -3.1371], [-11.0392, 0.4985, -5.0393], [-9.6962, 1.7601, -5.5970], [-10.2867, -1.2481, -4.7285], [-12.0183, 1.1417, -3.5189], [-11.7415, 0.3918, -5.8528], [2.4281, 1.0990, -7.8571], [2.7839, 0.7547, -9.7126], [0.6049, 1.6381, -7.5682], [2.9019, -0.4104, -6.7573], [3.0560, 1.9248, -7.5529], [6.8967, -4.8442, -2.2893], [5.7875, -5.7193, -0.9857], [8.4349, -5.9049, -2.7409], [5.8879, -4.3478, -3.8504], [7.2551, -3.9301, -1.8372], [4.6085, 5.1246, 0.5317], [4.6644, 4.2530, 2.2470], [4.4745, 3.8663, -0.9203], [3.2043, 6.4446, 0.4581], [5.5447, 5.6484, 0.4070], [2.6738, 10.5896, -0.8162], [4.4713, 9.9157, -0.7137], [2.3353, 11.4325, -2.5105], [1.3648, 9.2261, -0.4413], [2.5710, 11.3476, -0.0539], [-0.7291, -6.1986, 5.7468], [-2.6156, -6.5597, 5.7438], [0.1810, -7.1741, 4.3591], [-0.3637, -4.3156, 5.6399], [-0.3355, -6.5480, 6.6906], [4.1263, -1.0974, 5.7791], [2.8710, -2.4558, 5.2685], [3.3642, 0.6450, 5.4956], [4.6870, -1.3308, 7.6066], [5.0075, -1.1774, 5.1585], [3.6791, 5.5351, -4.8647], [2.6399, 3.9330, -4.5917], [3.6516, 6.6574, -3.3092], [5.4754, 5.1342, -5.4126], [3.2149, 6.0861, -5.6694], [2.2968, -3.2089, -9.3894], [1.0707, -3.8381, -8.0490], [3.8121, -4.3782, -9.5747], [1.4181, -2.9072, -11.0738], [2.6712, -2.2519, -9.0523], [2.7486, -9.7078, 5.6233], [1.2696, -10.7131, 6.3292], [3.1777, -8.2047, 6.7420], [4.2847, -10.8211, 5.3107], [2.4382, -9.3131, 4.6667], [-10.0075, 5.1074, -2.8188], [-11.3908, 4.4846, -1.6266], [-9.8312, 7.0231, -2.7540], [-8.3316, 4.2306, -2.4883], [-10.3150, 4.8491, -3.8223], [8.6389, 8.1809, -5.7284], [8.9726, 7.8852, -7.5993], [6.8275, 8.7396, -5.4127], [9.0953, 6.6364, -4.6745], [9.2840, 8.9866, -5.4111], [2.2574, 4.6115, 5.7995], [1.0266, 3.2585, 5.1928], [1.5485, 6.3777, 5.5350], [2.7799, 4.3118, 7.6243], [3.1474, 4.5287, 5.1917]],
  "forces_ev_per_a": [[0.1, 0.7, -0.3], [0.2, 0.2, 0.3], [-0.3, -0.1, -0.1], [-0.5, -0.6, 0.2], [-0.1, 0.6, -0.8], [0.1, -0.4, 0.3], [-0.4, 0.9, 0.0], [0.5, -0.5, 0.3], [0.2, -0.1, 0.2], [-0.4, -0.1, -0.2], [-0.1, -0.7, -0.7], [0.1, -0.2, 0.2], [0.2, 0.7, 0.5], [-0.3, 0.4, 0.1], [0.4, 0.1, 0.0], [-0.2, -0.3, 0.0], [1.0, 0.1, -0.1], [0.0, 0.1, -0.3], [-0.7, -0.4, 0.4], [0.0, -0.2, -0.7], [-0.7, -0.5, 0.6], [-0.2, 0.1, -0.6], [0.4, -0.1, 0.3], [0.6, 0.4, -0.3], [0.2, -0.2, 1.0], [0.5, 0.1, 0.3], [-0.4, 0.8, 0.7], [-0.2, 0.1, -1.1], [0.0, -0.2, 0.0], [-0.4, -0.1, -0.1], [-0.3, 0.0, 0.0], [-0.2, -0.8, -0.8], [0.3, -0.2, 0.7], [0.2, 0.1, 0.1], [0.2, -0.1, 0.4], [0.3, 0.0, -0.5], [0.8, -0.7, 0.2], [-0.2, -0.2, 0.4], [-0.2, 0.1, -0.1], [-0.4, 0.3, -0.7], [0.1, -0.1, 0.0], [0.0, -0.3, 0.0], [0.0, -0.1, 0.3], [0.2, 0.0, 0.1], [0.1, -0.1, 0.3], [0.0, 0.1, 0.0], [0.0, 0.0, -0.1], [0.0, -0.3, -0.1], [0.3, -0.3, 0.0], [-0.2, 0.0, -0.1], [-0.1, 0.1, 0.0], [-0.1, 0.0, 0.0], [-0.1, 0.2, 0.0], [0.1, -0.1, 0.1], [0.0, 0.3, 0.0], [0.1, 0.3, 0.3], [-0.1, 0.1, -0.3], [0.1, 0.1, -0.2], [-0.1, -0.2, -0.1], [0.0, -0.1, -0.1], [-0.2, 0.1, 0.2], [-0.1, -0.1, 0.1], [0.1, 0.1, -0.1], [0.0, 0.0, 0.0], [0.0, 0.2, -0.1], [-0.6, -0.2, -0.3], [0.0, 0.0, 0.0], [0.4, 0.0, -0.8], [0.1, 0.0, 0.0], [-0.2, 0.0, -0.1], [0.2, -0.4, -0.2], [0.2, -0.2, -0.1], [0.2, 0.0, 0.2], [-0.1, -0.1, 0.5], [0.0, 0.1, 0.1], [0.0, 0.1, 0.1], [0.2, 0.0, 0.1], [0.1, 0.4, 0.1], [0.0, 0.1, -0.4], [-0.2, 0.0, 0.0], [-0.2, 0.1, -0.1], [0.0, -0.1, 0.1], [0.0, -0.1, 0.0], [0.0, -0.1, 0.1], [-0.1, 0.0, 0.2], [-0.1, 0.0, 0.1], [0.0, 0.0, 0.0], [0.3, 0.0, -0.1], [-0.3, 0.7, 0.1], [0.0, 0.0, 0.0], [0.0, 0.1, 0.0], [-0.8, 0.1, 0.6], [0.0, 0.0, 0.0], [0.1, 0.0, 0.0], [0.0, 0.0, 0.0], [0.0, 0.0, 0.0], [0.0, 0.0, 0.0], [0.1, 0.0, 0.0], [0.1, -0.4, 0.2], [0.1, 0.0, 0.1], [-0.1, 0.1, 0.0], [0.0, 0.0, 0.1], [-0.1, -0.1, -0.1], [0.0, 0.0, -0.1], [0.0, 0.0, 0.0], [0.0, 0.1, 0.1], [0.0, 0.0, 0.0], [0.0, 0.0, -0.1], [0.0, 0.0, 0.0], [0.0, 0.0, 0.0], [0.0, 0.1, 0.0], [0.0, -0.2, -0.2], [0.0, 0.0, 0.0], [0.0, 0.0, 0.0], [0.0, 0.0, 0.0], [-0.1, 0.0, 0.0], [0.0, 0.0, -0.1], [0.1, 0.0, 0.1], [0.1, -0.1, 0.0], [0.0, 0.0, 0.0], [0.0, 0.0, 0.0], [0.0, 0.0, 0.0], [0.0, 0.0, 0.0], [0.0, 0.1, 0.0], [0.0, 0.0, 0.0], [0.1, 0.0, 0.1], [0.0, 0.0, 0.0], [0.0, 0.0, -0.1], [0.0, 0.0, 0.0], [0.0, 0.0, 0.0], [0.0, 0.0, 0.0], [0.0, -0.2, -0.1], [0.8, 0.2, 0.2], [0.0, 0.0, 0.0], [-0.1, 0.0, -0.1], [0.0, 0.0, 0.0], [0.0, -0.1, 0.0], [0.0, 0.1, 0.0], [0.0, -0.1, 0.0], [0.0, 0.0, 0.0], [0.0, 0.1, 0.0], [0.0, 0.0, 0.0], [0.0, 0.0, 0.0], [0.0, 0.0, 0.0], [0.0, 0.0, 0.0], [0.0, 0.0, 0.0], [0.0, 0.0, 0.0], [0.0, 0.0, 0.0], [0.0, 0.0, 0.0], [0.0, 0.0, 0.0], [0.0, 0.0, 0.0], [0.1, 0.0, 0.0], [0.0, 0.0, 0.0], [-0.2, 0.4, -0.1], [0.0, 0.0, 0.0], [0.0, 0.0, 0.0], [0.0, 0.0, 0.0], [0.0, 0.1, 0.0], [0.0, 0.0, 0.0], [0.0, 0.0, 0.0], [0.1, 0.0, 0.0], [-0.1, 0.1, 0.0], [0.0, 0.0, 0.0], [0.0, 0.0, 0.0], [0.0, 0.0, 0.0]],
  "mol_weight_g_mol": 4604.41,
  "multiplicity": 1,
  "homo_energy_ev": -8.540,
  "lumo_ev": -0.37
}

(2)
{
  "formula": "C17H27CuO17S",
  "method": "wB97M-V/def2-TZVPD",
  "symbols": ["Cu", "S", "O", "O", "O", "O", "C", "O", "H", "H", "H", "C", "C", "C", "O", "C", "O", "O", "H", "H", "H", "H", "H", "H", "C", "C", "C", "O", "C", "O", "O", "H", "H", "H", "H", "H", "H", "C", "C", "C", "O", "C", "O", "O", "H", "H", "H", "H", "H", "H", "C", "C", "C", "O", "C", "O", "O", "H", "H", "H", "H", "H", "H"],
  "coordinates": [[0.7546, 0.4467, 1.4975], [3.4705, 0.6114, 1.5423], [2.6430, -0.5537, 1.6725], [3.8656, 1.0879, 2.8737], [4.5911, 0.4638, 0.6429], [2.4757, 1.5237, 1.1553], [-0.2492, 1.6679, 4.2503], [0.9328, 1.2172, 3.6527], [-0.0886, 1.8112, 5.3188], [-0.5586, 2.5872, 3.7531], [-1.0643, 0.9562, 4.1192], [-5.3309, -1.5376, 2.6507], [-4.2418, -1.6825, 1.5517], [-4.5622, -0.7454, 0.3720], [-3.3673, -0.0151, 0.2496], [-2.5921, -0.1965, 1.3317], [-1.4685, 0.3315, 1.4273], [-3.0794, -1.1277, 2.1194], [-5.6440, -0.5305, 2.9260], [-5.0359, -1.9672, 3.6080], [-6.1598, -2.1391, 2.2776], [-4.0277, -2.7008, 1.2273], [-5.3387, -0.0507, 0.6921], [-4.8913, -1.2855, -0.5157], [3.0751, -2.2281, -3.1360], [2.7270, -0.7284, -2.9371], [1.8056, -0.0792, -3.8872], [0.6186, 0.1274, -3.1020], [0.9057, 0.1395, -1.8079], [0.1965, 0.5030, -0.8469], [2.1590, -0.4554, -1.7062], [3.6119, -2.3329, -4.0788], [2.2322, -2.9180, -3.0951], [3.7368, -2.6147, -2.3609], [3.6322, -0.1219, -2.9101], [1.6086, -0.7183, -4.7479], [2.1615, 0.8704, -4.2867], [1.2966, -6.1883, -0.2815], [1.2929, -4.7570, -0.9097], [-0.0730, -4.4215, -1.4179], [-0.3230, -3.1108, -0.9381], [0.5788, -2.8324, 0.0088], [0.4621, -1.8514, 0.7271], [1.5014, -3.7861, 0.1254], [2.2968, -6.5523, -0.0466], [0.8215, -6.8924, -0.9645], [0.6648, -6.2617, 0.6037], [2.0999, -4.6536, -1.6351], [-0.7952, -5.1888, -1.1389], [-0.0772, -4.3383, -2.5047], [-0.3135, 6.3955, -1.6351], [0.5681, 5.7773, -0.5660], [0.0606, 6.1390, 0.8085], [0.0803, 4.8759, 1.5184], [0.2721, 3.8830, 0.6832], [0.1151, 2.7144, 0.9672], [0.4158, 4.3418, -0.5493], [0.0767, 6.3157, -2.6497], [-0.5477, 7.4330, -1.3965], [-1.2601, 5.8553, -1.6165], [1.6003, 6.1190, -0.6422], [-0.9702, 6.4587, 0.6556], [0.6524, 6.9102, 1.3015]],
  "forces_ev_per_a": [[1.2, 1.2, 1.8], [4.0, -0.2, 4.9], [-1.3, -5.4, 0.0], [1.6, -0.5, 0.3], [0.8, -0.3, -1.4], [-4.9, 6.0, -4.2], [1.0, -0.5, -1.4], [-0.9, -0.7, -0.9], [0.0, 0.2, 0.3], [-0.3, 0.6, 0.3], [-0.5, -0.3, 0.2], [0.1, -1.6, -0.4], [-1.6, 1.0, 1.3], [-0.3, -0.2, 1.1], [0.1, 0.5, -0.8], [5.3, 1.5, -1.1], [-4.1, -1.4, 0.2], [0.6, -0.1, 0.5], [0.2, 0.2, -0.7], [0.3, -0.3, -0.2], [-0.5, 0.2, 0.3], [-0.2, -0.1, 0.3], [-0.2, 0.0, -0.3], [0.5, 0.3, -0.2], [0.0, 0.5, 0.3], [2.1, -0.4, 0.5], [-1.1, 0.0, -1.1], [-1.3, 0.9, -1.4], [0.2, -0.5, 3.6], [2.5, -1.3, -4.2], [-2.0, 0.6, 2.5], [-0.1, -0.1, -0.1], [-0.4, 0.3, -0.4], [0.2, 0.5, 0.2], [0.6, -0.5, -0.2], [-0.5, 0.0, 0.1], [-0.1, 0.1, 0.3], [0.1, 0.5, -0.5], [0.6, -1.7, 1.6], [0.0, 0.4, -1.7], [-0.7, -0.7, -0.5], [-0.5, 3.4, 3.3], [0.2, -2.8, -1.8], [0.3, -0.2, -0.4], [-0.1, 0.1, 0.0], [0.2, 0.0, -0.4], [0.1, 0.5, 0.2], [-0.1, 0.0, -0.1], [-0.4, 0.4, 0.4], [-0.1, -0.2, -0.1], [-0.2, -0.5, -0.2], [-0.1, 0.0, 0.1], [-0.4, -0.7, 0.2], [0.2, 2.5, 1.4], [-1.5, -3.8, 0.6], [0.2, 2.6, -0.6], [1.1, 0.9, -2.1], [0.2, 0.1, 0.1], [0.3, 0.1, -0.1], [-0.1, 0.0, 0.0], [0.3, -0.6, -0.4], [-0.2, 0.1, 0.7], [-0.1, -0.3, 0.2]],
  "de_lowest_kcal_mol": 18.05,
  "mol_weight_g_mol": 599.00,
  "multiplicity": 2,
  "homo_energy_ev": [-2.489, -2.376],
  "lumo_ev": [2.01, 2.01],
  "total_charge": -1
}